Density functional theory data (ωB97M-V/def2-TZVPD) for a cluster of 3 separate species, C7H12 in total.

CARTESIAN COORDINATES (ANGSTROEM)
C  -0.813  0.030  2.182
C  -0.111  0.910  1.175
C  1.123  0.533  0.113
C  1.355  -0.443  -0.875
C  0.127  -1.267  -1.194
C  -1.009  -0.274  -0.850
C  -0.274  0.950  -0.252
H  -0.178  -0.113  3.062
H  -1.734  0.524  2.514
H  -1.075  -0.954  1.788
H  0.321  1.795  1.642
H  1.889  1.288  0.249
H  0.892  0.815  -2.048
H  2.353  -0.765  -1.158
H  0.099  -1.566  -2.245
H  0.103  -2.192  -0.599
H  -1.740  -0.705  -0.160
H  -1.562  0.032  -1.741
H  0.236  1.401  -1.604

## Properties
energy relative to the best compared isomer or geometry (same formula, charge and spin) = 139.46 kcal per mole
energy = -7447.3839 eV